No. 1
Computed, not measured: a cluster of 2 separate species, C6H10O3 in total at a distorted geometry, with ωB97M-V with the def2-TZVPD basis set.

XYZ file:
```
19
Properties=species:S:1:pos:R:3:forces:R:3:lowdin_charge:R:1
C -1.6412 -0.5255 -1.5968 0.07 0.12 0.28 0.141
C -1.2757 -0.6167 -0.3167 -0.01 0.28 -0.25 -0.188
C -2.2826 -0.3414 0.7509 -0.02 0.31 0.32 -0.207
O -3.3994 0.0586 0.5337 0.10 -0.16 -0.11 0.062
C 0.1099 -0.9184 0.1404 0.02 -2.06 1.14 -0.415
C 1.1976 -1.0113 -0.8942 0.09 0.34 0.25 -0.010
O 0.3021 -1.3623 1.3123 -0.48 0.00 -1.91 -0.027
H -2.6494 -0.2112 -1.8366 -0.09 -0.20 0.06 0.085
H -0.9727 -0.7147 -2.4221 0.14 0.01 -0.02 0.075
H -1.9140 -0.4906 1.7780 -0.09 -0.06 -0.04 0.128
H 1.0027 -1.8713 -1.5360 -0.04 -0.03 0.00 0.098
H 1.2344 -0.1153 -1.5109 -0.02 -0.01 -0.07 0.090
H 2.1560 -1.1536 -0.3994 -0.05 -0.03 0.02 0.092
C 1.5514 1.8636 0.8521 0.03 -0.07 0.39 -0.138
O 0.4681 0.9849 1.0769 0.30 -1.70 1.71 -0.188
H 2.5026 1.3301 0.7459 -0.04 0.05 0.00 0.081
H 1.6289 2.5814 1.6742 0.13 0.00 -0.08 0.079
H 1.3514 2.4187 -0.0674 -0.03 -0.07 0.04 0.085
H 0.6301 0.0949 1.7157 -0.01 3.27 -1.74 0.156
```
Positions in Å, forces in eV/Å.

DFT total energy = -460.2540 Eh
Structure (SMILES) = C=C(C=O)C(C)=O.CO
Relative energy (zero: lowest compared OMol25 entry of this formula, charge and spin) = 2.623 eV
HOMO-LUMO gap = 9.29 eV
Net charge = 0
E_LUMO = -0.4 eV
Largest force on an atom = 3.7 eV/Å


No. 2
Computed, not measured: a structure of composition C6H14NOPS at a distorted geometry, with ωB97M-V with the def2-TZVPD basis set.

XYZ file:
```
24
Properties=species:S:1:pos:R:3:forces:R:3:lowdin_charge:R:1
C -2.1438 -0.1517 -0.3571 -0.97 -0.55 0.90 -0.793
C -3.3299 -1.0980 -0.2177 0.63 1.15 0.63 -0.051
C 0.3734 -2.0094 1.1809 2.07 -3.30 -1.64 -0.282
C 2.1812 1.5205 0.5500 -2.13 0.43 2.61 -0.223
C 1.2295 0.4055 -1.6571 1.44 -1.74 1.16 -0.177
C -0.6477 1.8940 0.5322 1.61 -2.03 -2.06 -0.495
N 0.9966 -0.7962 1.0808 1.28 3.50 -1.30 -0.278
O -1.0767 -0.4421 -0.7881 1.08 -1.28 -1.39 -0.108
P 0.8522 0.4243 0.1271 -1.26 1.52 0.76 0.712
S -2.3414 1.3810 0.4424 -0.30 0.71 0.61 0.947
H -3.1198 -1.5314 0.8222 -0.93 0.41 -1.46 0.117
H -3.4067 -1.8552 -1.0091 0.22 0.28 0.39 0.089
H -4.1484 -0.3543 -0.2743 -0.35 -1.09 0.51 0.066
H 1.1408 -2.6376 1.7121 -1.14 -0.03 0.01 0.076
H 0.2770 -2.5831 0.1651 -0.56 0.92 1.60 0.099
H -0.4970 -1.9098 1.7585 -1.65 -0.61 0.62 0.039
H 1.9234 1.8622 1.5612 0.68 -0.47 0.24 0.055
H 2.9764 0.8552 0.5240 2.10 -0.54 0.07 0.027
H 2.2237 2.4324 0.0436 0.40 1.03 -1.59 0.036
H 0.8746 1.2211 -2.1828 -1.11 1.63 -1.02 0.026
H 2.3262 0.4004 -1.7895 -0.36 0.01 0.33 0.064
H 0.8690 -0.5235 -2.0228 -0.45 -0.61 -0.77 0.028
H -0.3749 2.5624 -0.2645 -0.25 0.50 -0.53 0.018
H -0.3718 2.3771 1.4280 -0.03 0.15 1.32 0.009
```
Positions in Å, forces in eV/Å.

DFT total energy = -1106.4674 Eh
Relative energy (zero: lowest compared OMol25 entry of this formula, charge and spin) = 2.603 eV
HOMO-LUMO gap = 8.53 eV
Net charge = 0
E_LUMO = 0.7 eV
Largest force on an atom = 4.2 eV/Å


No. 3
Computed, not measured: a structure of composition C27H23N6O10SV at a distorted geometry, with ωB97M-V with the def2-TZVPD basis set.

XYZ file:
```
68
Properties=species:S:1:pos:R:3:forces:R:3:lowdin_charge:R:1
V 0.7860 -0.8233 1.2190 -0.95 -0.25 1.74 1.192
O 1.6728 1.0573 4.3784 0.05 -0.06 0.11 0.247
C 1.7396 0.7102 3.2535 0.18 -0.18 -0.27 -0.346
N 1.7188 -0.6740 2.7723 0.09 0.18 0.55 0.007
C 2.4519 -1.7290 3.4429 0.06 0.33 -0.25 -0.348
O 2.7335 -1.7216 4.5915 0.00 -0.01 0.06 0.235
C 2.7798 -2.7554 2.4194 -0.05 0.09 -0.08 -0.171
C 3.5688 -3.8501 2.6735 0.07 -0.06 0.00 0.064
C 3.8739 -4.6888 1.6049 0.01 -0.01 0.02 0.025
C 3.3855 -4.3790 0.3467 0.01 0.00 -0.01 0.019
C 2.5794 -3.2620 0.1833 0.02 0.02 0.03 -0.052
N 2.2776 -2.4637 1.2097 -0.14 -0.09 0.01 0.047
C 1.8613 1.5924 2.0395 -0.05 -0.24 -0.10 -0.149
C 2.1175 2.9312 2.0796 0.06 0.11 -0.06 0.073
C 2.1819 3.6173 0.8589 0.01 0.05 0.08 0.045
C 1.9620 2.9429 -0.3262 -0.02 0.01 -0.09 0.030
C 1.6616 1.5902 -0.2967 0.00 -0.07 0.16 -0.026
N 1.6400 0.9277 0.8702 0.12 0.48 0.04 0.004
H 3.9390 -4.0205 3.6758 0.00 -0.01 -0.01 0.147
H 4.4941 -5.5628 1.7533 0.00 0.01 0.00 0.138
H 3.6219 -4.9904 -0.5130 0.00 0.00 0.00 0.134
H 2.1908 -2.9930 -0.7887 0.01 -0.01 0.00 0.130
H 2.2740 3.4198 3.0323 0.01 0.01 -0.01 0.150
H 2.3975 4.6779 0.8474 0.00 -0.01 0.01 0.140
H 1.9863 3.4505 -1.2798 -0.01 0.01 -0.02 0.126
H 1.4201 1.0313 -1.1905 -0.03 -0.01 -0.01 0.134
O -2.1747 -4.8407 -2.0276 0.08 0.00 0.15 0.175
C -2.0925 -5.2399 -0.7594 -0.16 0.00 -0.14 -0.467
O -2.4532 -6.3159 -0.3937 0.03 -0.02 0.02 0.176
C -1.5290 -4.2844 0.2542 0.00 -0.13 0.02 -0.003
C -1.6103 -4.5298 1.6138 -0.03 0.04 0.03 0.074
N -0.9740 -3.5296 2.2446 -0.05 0.12 0.06 0.097
N -0.4736 -2.6421 1.3863 0.14 -0.07 -0.23 0.026
C -0.8019 -3.0973 0.1763 0.00 0.15 0.01 -0.129
C -0.3544 -2.2479 -0.9390 0.19 0.47 0.33 -0.376
O -0.6818 -2.2505 -2.0702 0.07 -0.11 -0.12 0.233
O 0.5662 -1.3019 -0.4192 -0.31 -0.52 -1.54 -0.159
H -1.8754 -3.9302 -2.1676 0.01 0.03 -0.07 0.093
H -2.0848 -5.3443 2.1387 0.01 0.00 0.00 0.167
H -0.9104 -3.3755 3.2410 0.02 -0.01 0.01 0.193
C 1.4315 2.9611 -4.6028 -0.03 0.01 0.02 -0.042
C 0.1704 2.9400 -3.7784 0.14 0.04 -0.04 -0.282
C -0.3588 4.1193 -3.2561 -0.01 0.06 0.02 -0.037
C -1.5540 4.1179 -2.5534 -0.01 -0.02 -0.01 -0.040
C -2.2270 2.9188 -2.3567 0.21 0.01 0.07 -0.285
C -1.7219 1.7344 -2.8699 0.05 -0.01 -0.02 -0.063
C -0.5246 1.7513 -3.5718 -0.08 -0.07 0.03 -0.041
S -3.7655 2.9173 -1.4924 -0.37 -0.08 -0.62 0.642
O -4.4027 4.1553 -1.8129 0.01 -0.08 0.05 -0.256
O -4.3635 1.6316 -1.7172 0.02 0.12 0.00 -0.279
N -3.4436 2.9799 0.1031 0.35 -0.05 0.52 -0.125
C -3.6889 1.8711 1.0012 0.10 0.08 -0.03 -0.190
C -2.4935 1.6091 1.9361 -0.09 -0.11 0.06 -0.053
C -1.4025 0.9315 1.1759 0.16 -0.19 -0.25 -0.434
O -0.6624 -0.0229 1.9207 0.46 0.05 -0.46 -0.140
O -1.0981 1.1121 0.0365 -0.07 -0.03 0.12 0.142
H 2.0695 3.8056 -4.3429 0.00 0.00 0.02 0.079
H 1.1962 3.0577 -5.6643 -0.04 0.00 0.01 0.097
H 2.0030 2.0400 -4.4870 0.01 -0.01 0.01 0.076
H 0.1487 5.0591 -3.4415 0.00 -0.01 0.01 0.122
H -1.9842 5.0453 -2.1973 0.00 -0.01 0.01 0.121
H -2.2811 0.8175 -2.7422 0.00 0.00 0.00 0.113
H -0.1473 0.8316 -4.0052 0.00 -0.01 0.00 0.118
H -3.4398 3.9167 0.4790 -0.20 0.01 0.00 0.129
H -3.8737 0.9933 0.3856 -0.09 0.00 -0.01 0.118
H -4.5850 2.0275 1.6025 0.04 0.10 0.06 0.137
H -2.7808 1.0197 2.8053 0.01 -0.06 -0.03 0.133
H -2.0864 2.5529 2.3109 -0.01 0.00 0.03 0.144
```
Positions in Å, forces in eV/Å.

DFT total energy = -3465.3211 Eh
Relative energy (zero: lowest compared OMol25 entry of this formula, charge and spin) = 2.389 eV
HOMO-LUMO gap = 4.00 eV
Net charge = +2
E_LUMO = -9.6 eV
Largest force on an atom = 2.0 eV/Å


Q: What is the formula in the second record?
A: C6H14NOPS


Q: What is the formula in the second record?
A: C6H14NOPS